# C22H39Cl3InN3O3Si

A structure of composition C22H39Cl3InN3O3Si in a non-equilibrium geometry (ωB97M-V/def2-TZVPD, OMol25).

**Largest force on an atom**: 3.30 eV/A
**HOMO**: -5.872 eV
**Relative energy (zero: lowest compared OMol25 entry of this formula, charge and spin)**: 4.844 eV

```
72
C22H39Cl3InN3O3Si, DFT ωB97M-V/def2-TZVPD
C -2.83 1.32 -3.90
C -1.96 2.29 -3.15
H -3.52 1.82 -4.57
H -3.38 0.72 -3.16
H -2.19 0.63 -4.47
C -2.11 3.62 -3.18
C -3.36 4.28 -3.68
H -1.31 4.28 -2.83
H -4.29 3.78 -3.35
H -3.40 4.33 -4.77
H -3.43 5.32 -3.32
In 1.27 -1.56 1.78
Cl 2.34 -2.29 -0.31
Cl 0.21 -3.33 2.96
H 4.30 -4.36 4.61
H 4.48 -6.23 1.96
C 3.34 -4.52 4.09
C 3.51 -5.72 1.90
N 3.55 -4.46 2.65
H 2.63 -3.75 4.40
C 3.78 -3.28 2.06
O 3.60 -2.19 2.65
H 3.28 -5.51 0.85
H 4.05 -3.30 0.99
H 2.95 -5.51 4.34
H 2.76 -6.39 2.33
H -3.32 0.91 0.75
H -2.20 3.59 0.76
C -3.17 1.13 1.81
C -2.03 3.32 1.82
N -1.95 1.88 2.01
H -3.12 0.19 2.37
C -0.79 1.26 2.36
O -0.73 0.10 2.84
H -1.11 3.81 2.16
H 0.11 1.85 2.16
H -4.00 1.75 2.18
H -2.88 3.72 2.39
O -1.75 0.82 -1.44
C -0.98 1.56 -2.24
C 0.46 3.09 -0.56
C 0.34 2.43 -1.77
H -0.34 3.02 0.17
C 1.57 3.93 -0.30
H -0.49 0.79 -2.87
C 1.40 2.53 -2.68
H 1.59 4.52 0.61
C 2.58 4.07 -1.24
C 2.51 3.34 -2.43
H 1.29 2.05 -3.65
H 3.44 4.70 -1.06
H 3.30 3.44 -3.16
Si -1.79 -2.69 -0.49
Cl -0.47 -0.84 0.21
C -3.01 -3.17 0.86
C -0.51 -4.06 -0.63
C -2.69 -2.44 -2.10
H -2.80 -2.68 1.82
H -2.98 -4.25 1.06
H -4.02 -2.92 0.54
H -3.66 -1.93 -1.94
H -2.92 -3.43 -2.53
H -2.10 -1.88 -2.84
H 0.29 -3.89 -1.36
H -1.08 -4.96 -0.94
H -0.03 -4.28 0.34
C 4.36 1.89 1.66
C 3.14 1.12 1.82
N 2.24 0.38 1.89
H 4.36 2.81 2.26
H 4.44 2.16 0.59
H 5.22 1.26 1.95
```


# C22H39CsN9O3PS

A structure of composition C22H39CsN9O3PS in a non-equilibrium geometry (ωB97M-V/def2-TZVPD, OMol25).

**Largest force on an atom**: 2.18 eV/A
**HOMO**: -13.040 eV
**Charge**: +2

```
76
C22H39CsN9O3PS, DFT ωB97M-V/def2-TZVPD
Cs -0.16 -0.93 -0.22
N -3.17 0.32 1.63
C -2.83 1.63 2.23
C -2.03 1.43 3.50
N -0.79 0.72 3.22
C -0.08 0.31 4.43
C 1.09 -0.60 4.10
N 0.60 -1.85 3.49
H -3.79 0.45 0.84
H -3.71 -0.22 2.31
H -3.71 2.24 2.45
H -2.22 2.18 1.51
H -2.66 0.88 4.22
H -1.81 2.40 3.95
H -1.03 -0.12 2.71
H -0.75 -0.23 5.12
H 0.27 1.19 4.96
H 1.66 -0.77 5.02
H 1.73 -0.09 3.37
H -0.24 -2.16 3.98
H 1.26 -2.60 3.65
S -2.40 0.87 -8.47
N -3.04 1.45 -7.11
C -2.23 1.07 -6.13
C -2.41 1.37 -4.72
C -3.51 2.09 -4.25
C -3.63 2.32 -2.90
C -2.64 1.80 -2.06
N -1.60 1.11 -2.49
C -1.46 0.90 -3.81
C -0.28 0.14 -4.28
N 0.63 -0.25 -3.37
C 1.68 -0.96 -3.78
C 1.91 -1.31 -5.11
C 1.00 -0.89 -6.05
C -0.12 -0.16 -5.64
C -1.12 0.32 -6.58
N -1.09 0.13 -7.88
H -4.24 2.46 -4.95
H -4.46 2.88 -2.49
H -2.71 1.95 -0.98
H 2.38 -1.29 -3.00
H 2.78 -1.89 -5.38
H 1.12 -1.12 -7.10
C 2.89 2.81 2.47
C 1.63 3.13 1.70
O 1.92 3.07 0.29
C 0.81 3.46 -0.52
C 1.13 3.22 -1.97
H 2.71 2.97 3.54
H 3.71 3.46 2.17
H 3.17 1.76 2.34
H 1.28 4.14 1.93
H 0.84 2.42 1.93
H 0.59 4.51 -0.34
H -0.06 2.87 -0.21
H 2.07 3.70 -2.24
H 0.35 3.66 -2.60
H 1.15 2.15 -2.21
N 4.29 -3.15 1.19
C 4.14 -1.74 1.70
P 3.29 -0.81 0.34
O 2.01 -0.16 0.75
O 3.27 -1.84 -0.76
C 4.46 0.52 -0.12
N 3.75 1.49 -1.00
H 3.69 -3.81 1.68
H 5.24 -3.49 1.24
H 3.97 -3.08 0.19
H 5.12 -1.33 1.93
H 3.54 -1.73 2.61
H 5.32 0.11 -0.65
H 4.81 1.07 0.76
H 4.39 2.17 -1.42
H 3.01 2.04 -0.45
H 3.27 1.02 -1.78
```


# C22H39F5HfN9O4P2STe

A structure of composition C22H39F5HfN9O4P2STe in a non-equilibrium geometry (ωB97M-V/def2-TZVPD, OMol25).

**Largest force on an atom**: 1.01 eV/A
**HOMO**: -11.288 eV
**Charge**: +1

```
84
C22H39F5HfN9O4P2STe, DFT ωB97M-V/def2-TZVPD
Hf -0.58 -1.64 0.55
C -5.09 -0.94 -1.23
C -3.62 -1.06 -0.95
N -3.10 -1.09 0.21
N -3.92 -1.20 1.31
C -3.33 -1.31 2.53
N -4.07 -1.90 3.48
S -1.81 -0.69 2.87
C -2.67 -1.35 -2.07
C -3.12 -1.39 -3.37
C -2.28 -1.88 -4.37
C -1.03 -2.34 -4.02
C -0.64 -2.25 -2.69
N -1.42 -1.74 -1.74
H -5.62 -0.52 -0.38
H -5.26 -0.28 -2.07
H -5.53 -1.91 -1.48
H -4.82 -1.66 1.17
H -4.81 -2.54 3.21
H -3.59 -2.13 4.33
H -4.12 -1.07 -3.62
H -2.62 -1.92 -5.40
H -0.36 -2.78 -4.74
H 0.32 -2.62 -2.34
C -1.14 4.42 -0.67
N -1.23 2.98 -0.90
C -1.01 2.60 -2.29
P -0.94 1.96 0.33
O -1.05 0.57 -0.20
O 0.54 2.18 0.95
P 1.69 1.04 1.08
O 0.98 -0.28 1.15
N 2.49 1.34 2.44
C 2.87 2.70 2.82
C 2.62 0.32 3.49
N 2.64 1.29 -0.22
C 2.19 0.87 -1.54
C 4.04 1.74 -0.13
N -1.88 2.40 1.56
C -1.47 2.84 2.89
C -3.32 2.39 1.35
H -1.89 4.93 -1.28
H -0.15 4.80 -0.95
H -1.33 4.66 0.37
H -1.76 3.09 -2.91
H -1.11 1.53 -2.42
H -0.02 2.92 -2.64
H 2.68 3.40 2.02
H 3.93 2.73 3.07
H 2.30 3.01 3.70
H 2.19 -0.63 3.16
H 2.09 0.65 4.38
H 3.67 0.17 3.73
H 1.86 -0.84 -2.57
H 2.84 1.37 -2.27
H 1.17 1.21 -1.71
H 4.39 1.72 0.90
H 4.13 2.76 -0.51
H 4.67 1.08 -0.70
H -0.40 2.76 3.01
H -1.95 2.22 3.64
H -1.76 3.88 3.04
H -3.57 1.97 0.37
H -3.73 3.40 1.40
H -3.79 1.77 2.11
F -2.41 -5.84 1.37
Te -0.96 -4.67 1.31
F 0.29 -2.52 2.14
F -0.97 -5.20 -0.55
F 0.65 -2.93 -0.29
F -1.65 -4.23 3.07
O -1.88 -3.14 0.72
N 2.20 -0.58 -1.65
C 3.53 -1.13 -1.49
C 4.45 -1.03 -2.53
C 5.74 -1.51 -2.37
C 6.13 -2.08 -1.16
C 5.21 -2.18 -0.13
C 3.91 -1.72 -0.29
H 4.15 -0.58 -3.47
H 6.45 -1.44 -3.19
H 7.13 -2.45 -1.04
H 5.49 -2.65 0.81
H 3.18 -1.82 0.51
```


Number 1: Kohn-Sham gap 5.4 eV. Number 2: Kohn-Sham gap 7.9 eV. Number 3: Kohn-Sham gap 8.4 eV.